# 1
Below is a molecular structure, C22H50P2PbSi2, with properties calculated with ωB97M-V with the def2-TZVPD basis set.

Computed properties:
gap between HOMO and LUMO: 4.7 eV
multiplicity: 1

Atoms and positions in Å:
P 1.5436 1.0705 -1.5908
P -1.1221 0.1401 0.4102
C -0.0495 0.4481 -2.1710
C -1.2416 0.7146 -1.2933
H 0.0848 -0.6393 -2.3539
H -0.1514 0.9266 -3.1775
H -1.4786 1.7984 -1.2499
H -2.1640 0.2051 -1.6712
C -1.3716 -1.5692 0.4800
H -1.3831 -1.9412 1.5186
H -0.6522 -2.1811 -0.0940
H -2.3911 -1.7244 0.0420
C -2.1975 0.9725 1.4288
H -3.2106 0.7871 0.9926
H -2.0381 2.0643 1.4773
H -2.1925 0.5787 2.4585
C 2.8318 0.2501 -2.2952
H 3.8359 0.6458 -2.0341
H 2.6612 0.4256 -3.3836
H 2.8281 -0.8402 -2.1243
C 1.6283 2.7803 -1.8385
H 0.8683 3.3908 -1.3203
H 1.4970 2.9090 -2.9401
H 2.6286 3.1758 -1.5628
Pb 1.3976 0.6340 1.1359
C -4.3027 0.5854 -4.1065
C -3.9710 -0.6857 -3.9686
C -3.4564 -1.6623 -4.9776
C -2.8412 -1.0612 -6.2641
C -1.6928 -0.1468 -6.0059
C -1.6980 1.1371 -5.6993
C -2.8424 2.0867 -5.5471
C -4.2354 1.4533 -5.3164
C 3.4439 1.0359 1.3100
H -4.6739 1.1156 -3.1859
H -4.1157 -1.1415 -2.9610
H -4.2486 -2.3774 -5.2574
H -2.6764 -2.2784 -4.4818
H -2.4837 -1.9268 -6.8842
H -3.6292 -0.5808 -6.8625
H -0.6881 -0.6513 -6.0657
H -0.7061 1.6287 -5.5575
H -2.8952 2.7661 -6.4154
H -2.6196 2.7468 -4.6811
H -4.9588 2.3034 -5.1931
H -4.5581 0.9260 -6.2259
H 3.4311 1.6410 2.2081
H 3.8886 1.4925 0.4769
H 3.8325 0.0327 1.5158
C 0.0467 1.7129 4.0765
Si 0.2336 -0.1566 4.2247
C 0.6494 -0.3504 6.0735
C -1.3662 -1.1731 4.3118
C 1.4408 -0.8205 2.9051
Si 3.1016 -1.3485 3.6642
C 2.8828 -2.6949 4.9851
C 4.3299 -2.3005 2.5560
C 4.0681 0.0370 4.5302
H -0.6566 2.0643 4.8345
H -0.3377 1.9965 3.0825
H 1.0131 2.1797 4.2348
H -0.1216 0.1788 6.6316
H 0.5840 -1.3986 6.3573
H 1.6134 0.0740 6.3294
H -1.9633 -1.2198 3.3798
H -1.0967 -2.1945 4.5716
H -2.0002 -0.7649 5.0922
H 0.9900 -1.7499 2.4911
H 2.3359 -3.5326 4.5572
H 3.8627 -3.0210 5.3020
H 2.3596 -2.3242 5.8787
H 4.7718 -1.7441 1.7449
H 5.1441 -2.6435 3.1995
H 3.8185 -3.1824 2.1520
H 4.5003 0.7440 3.8204
H 3.4363 0.5810 5.2261
H 4.8958 -0.4092 5.0903

---

# 2
Below is a molecular structure, C22H51BIrN4O2Si2, with properties calculated with ωB97M-V with the def2-TZVPD basis set.

Computed properties:
<S²>: 6.013
net charge: +1
gap between HOMO and LUMO (spin up / spin down): 8.3 / 6.1 eV
multiplicity: 5

Atoms and positions in Å:
O -1.3722 -1.5836 -2.4802
O 0.9845 1.4988 -6.2638
C -0.4432 -2.6862 -2.6856
C -1.0957 -3.9957 -3.0908
H 0.0536 -2.8216 -1.7196
H 0.2935 -2.3907 -3.4531
H -1.6952 -4.4113 -2.2766
H -0.2999 -4.7221 -3.2965
H -1.7127 -3.9356 -3.9881
C -1.5983 -0.7351 -3.6110
C -1.3138 -1.2957 -4.9920
H -0.9981 0.1831 -3.4720
H -2.6591 -0.4442 -3.5658
H -0.3472 -0.9454 -5.3681
H -2.0668 -0.9115 -5.6890
H -1.3475 -2.3875 -5.0189
C 0.7057 2.7009 -5.5497
C 2.3635 1.2994 -6.5787
C -0.7824 2.9956 -5.6110
H 1.2702 3.5425 -5.9896
H 1.0143 2.6024 -4.4918
H -1.1179 3.0748 -6.6495
H -1.0030 3.9384 -5.1090
H -1.3605 2.2076 -5.1196
C 2.5228 0.9116 -8.0436
H 2.7442 0.4794 -5.9406
H 2.9554 2.2119 -6.3686
H 1.9086 0.0440 -8.2951
H 3.5646 0.6633 -8.2553
H 2.2425 1.7464 -8.6940
H 2.3829 1.3346 -0.7048
Ir -1.7343 -0.6566 0.8307
C 2.5363 0.6977 -1.5438
Si 4.3442 0.8040 -1.9929
H 2.3141 -0.3384 -1.2490
H 1.8417 0.9812 -2.3490
C 4.9060 0.1777 -3.6817
C 5.3830 -0.1095 -0.7197
C 4.7173 2.6541 -1.9046
C -2.5572 -2.1708 0.0659
Si -3.5884 -0.6941 -0.5064
H -3.1562 -2.8328 0.7300
H -1.9503 -2.7727 -0.6351
C -4.5520 -1.6319 -1.8600
C -2.7425 0.9310 -1.0159
C -4.9251 -0.1684 0.7154
H 4.2687 3.1855 -2.7588
H 5.8061 2.8123 -1.9080
H 4.2952 3.0774 -0.9773
H 4.5435 -0.8387 -3.9014
H 6.0076 0.1523 -3.6896
H 4.5685 0.8486 -4.4862
H 4.8359 -0.9369 -0.2401
H 5.7086 0.5838 0.0723
H 6.2801 -0.5229 -1.2123
H -2.6902 0.9355 -2.1081
H -1.7043 1.0836 -0.6444
H -3.3587 1.7609 -0.6511
H -5.8441 -0.7203 0.4799
H -5.1029 0.9083 0.5868
H -4.6527 -0.3614 1.7618
H -5.5832 -1.7870 -1.5000
H -4.1165 -2.6221 -2.0630
H -4.6003 -1.0707 -2.8031
B -1.7127 -0.8432 3.6220
N -0.2382 -0.7754 3.2219
C 0.9255 -0.6513 3.8854
C 1.9394 -0.4956 2.9396
C 1.3039 -0.5151 1.6747
N -0.0402 -0.5911 1.8862
N -2.0949 0.6402 3.4968
C -2.3192 1.6596 4.3527
C -2.5406 2.7970 3.5736
C -2.4531 2.3712 2.2269
N -2.0711 1.0713 2.2110
H -2.0562 -1.4774 4.5379
H -2.2473 -1.3762 2.4843
H 0.9382 -0.6593 4.9767
H 2.9898 -0.4019 3.1402
H 1.7265 -0.4503 0.6769
H -2.3006 1.5012 5.4244
H -2.7489 3.7940 3.9309
H -2.6314 2.9182 1.3115

---

# 3
Below is a molecular structure, C22H51BN4O2RuSi2, with properties calculated with ωB97M-V with the def2-TZVPD basis set.

Computed properties:
<S²>: 8.764
net charge: +1
gap between HOMO and LUMO (spin up / spin down): 4.4 / 7.5 eV
multiplicity: 6

Atoms and positions in Å:
O 2.0135 -3.8129 -2.8427
O 0.8002 -5.6402 -1.9900
C 1.3177 -3.3637 -4.0317
C 0.9551 -1.9027 -4.1790
H 0.4112 -3.9762 -4.1030
H 1.9598 -3.6407 -4.8702
H 0.0434 -1.6489 -3.6274
H 0.7544 -1.7142 -5.2366
H 1.7466 -1.2028 -3.9073
C 2.8028 -2.8121 -2.0833
C 3.5576 -3.6350 -1.0714
H 2.1209 -2.0672 -1.6201
H 3.4704 -2.2809 -2.7837
H 2.8484 -4.0299 -0.3284
H 4.3658 -3.0806 -0.5731
H 4.0245 -4.4814 -1.5918
C 0.3339 -5.5393 -0.5613
C 0.2769 -6.7447 -2.9276
C 1.4017 -5.9962 0.4271
H -0.5828 -6.1703 -0.5138
H 0.0515 -4.4648 -0.4806
H 2.1834 -6.6850 0.0358
H 0.8351 -6.5158 1.2042
H 1.8579 -5.1256 0.9033
C 1.5137 -7.4901 -3.3562
H -0.2717 -6.2064 -3.7097
H -0.4276 -7.3624 -2.3692
H 2.3359 -6.7797 -3.4746
H 1.3920 -8.0319 -4.2990
H 1.7907 -8.2118 -2.5779
H 1.5768 -4.9776 -2.4005
Ru -1.5311 -0.0523 0.1578
C -1.7913 -1.5739 -0.9678
Si -3.1831 -2.4817 -1.8755
H -1.1217 -2.4286 -0.6896
H -1.2320 -1.1068 -1.8335
C -2.8430 -2.1344 -3.6974
C -4.5587 -1.7966 -0.8148
C -2.9207 -4.3485 -1.6916
C -2.2388 0.8013 -1.5383
Si -3.3464 1.8753 -0.4832
H -2.8026 0.2050 -2.2989
H -1.4136 1.3307 -2.0415
C -4.9758 1.8094 -1.3978
C -2.5516 3.5428 -0.5858
C -3.5893 1.2060 1.2640
H -3.8963 -4.8715 -1.7023
H -2.4152 -4.5938 -0.7463
H -2.3081 -4.7971 -2.4909
H -2.3654 -1.1762 -3.9196
H -3.7351 -2.1935 -4.3277
H -2.1429 -2.8876 -4.0814
H -5.2692 -1.1272 -1.3219
H -4.0777 -1.2094 0.0013
H -5.1166 -2.6102 -0.3180
H -1.7865 3.5915 -1.3649
H -2.0805 3.8173 0.3576
H -3.3262 4.2690 -0.8382
H -3.3410 2.0330 1.9528
H -3.1124 0.2943 1.6931
H -4.6844 1.0283 1.2686
H -5.2618 2.8309 -1.6527
H -5.7635 1.3699 -0.7864
H -4.9141 1.2482 -2.3317
B -0.0752 1.5643 2.6513
N 0.5345 1.9258 1.2214
C 1.5101 2.7699 0.8245
C 1.7937 2.5483 -0.5140
C 0.9159 1.5463 -0.9386
N 0.1307 1.2031 0.1194
N 0.2049 -0.0021 2.7429
C 1.1168 -0.7186 3.4381
C 1.2546 -1.9708 2.8640
C 0.3519 -1.9996 1.7877
N -0.3214 -0.8252 1.7583
H -1.2435 1.8623 2.7326
H 0.6465 2.0840 3.4779
H 1.9447 3.4668 1.5227
H 2.5165 3.0449 -1.1404
H 0.7713 1.0588 -1.8995
H 1.6139 -0.2833 4.2768
H 1.9171 -2.7608 3.1642
H 0.1681 -2.7469 1.0289

---

# 4
Below is 4 unconnected molecules or ions with the total composition C22H51O12P, with properties calculated with ωB97M-V with the def2-TZVPD basis set.

Computed properties:
gap between HOMO and LUMO: 9.3 eV
multiplicity: 1

Atoms and positions in Å:
C 3.8377 1.9439 -2.4562
C 2.5144 2.8873 -2.6736
C 2.3035 3.3762 -4.2589
O 1.2935 2.4773 -4.8375
C 0.3898 3.1700 -5.7686
O 0.7057 4.3016 -6.4580
O -0.9580 2.6148 -6.0666
C -1.7359 2.3983 -4.8365
C -2.6916 3.6789 -4.4058
P -4.2723 3.2056 -3.4519
O -5.6092 3.8036 -4.1247
O -4.5245 1.4470 -3.4643
C -3.5980 0.8688 -2.4357
C -2.8134 -0.4810 -3.0352
O -4.3110 3.6776 -1.7791
C -3.3434 4.7382 -1.4639
C -1.9381 4.0790 -0.8675
H 3.7937 1.5371 -1.3355
H 3.8571 0.9934 -3.1403
H 4.8451 2.5773 -2.5046
H 1.5028 2.4117 -2.2964
H 2.6809 3.8743 -2.0416
H 3.3113 3.1865 -4.8534
H 1.9928 4.5024 -4.1963
H -2.4661 1.4825 -5.0676
H -1.1094 2.0759 -3.9017
H -3.0519 4.1595 -5.4374
H -2.0127 4.4855 -3.8994
H -4.1668 0.6495 -1.4295
H -2.7242 1.6663 -2.2756
H -3.2005 -1.4640 -2.5227
H -1.6422 -0.3134 -2.8770
H -2.9724 -0.5129 -4.1977
H -3.1608 5.5107 -2.3294
H -3.8014 5.3548 -0.5559
H -1.1614 3.7992 -1.6969
H -1.4617 4.8665 -0.1110
H -2.2578 3.1566 -0.1846
C 3.2600 -1.2887 -0.9538
O 4.4922 -0.9558 -0.3233
C 4.6111 -1.5431 0.9758
C 5.5380 -2.7631 0.9496
O 4.9535 -3.8414 0.2128
C 5.5188 -3.9738 -1.0868
H 3.3133 -0.9737 -1.9981
H 3.0691 -2.3647 -0.9251
H 2.4390 -0.7534 -0.4679
H 3.6255 -1.8073 1.3804
H 5.0507 -0.7833 1.6285
H 5.6793 -3.1187 1.9755
H 6.5234 -2.5001 0.5461
H 6.5330 -4.3778 -1.0090
H 5.5395 -3.0190 -1.6192
H 4.9056 -4.6763 -1.6575
C 1.4853 -4.1270 1.3027
O 0.7219 -3.6611 2.4102
C 0.1142 -2.3918 2.1527
C -1.3777 -2.5453 1.8384
O -1.5773 -3.2052 0.5846
C -1.9537 -4.5682 0.7478
H 1.7593 -5.1676 1.4888
H 0.9160 -4.0794 0.3707
H 2.4005 -3.5352 1.2087
H 0.6337 -1.8634 1.3429
H 0.2205 -1.7981 3.0651
H -1.8217 -1.5486 1.7474
H -1.8980 -3.0726 2.6472
H -2.9838 -4.6257 1.1131
H -1.2860 -5.0937 1.4361
H -1.9013 -5.0576 -0.2283
C -0.3621 0.3284 5.1548
O -0.9680 -0.9592 5.1162
C -1.0526 -1.5565 6.4135
C -2.4753 -1.4625 6.9750
O -2.8258 -0.1076 7.2726
C -3.6837 0.4554 6.2862
H -0.4994 0.8011 4.1801
H -0.8168 0.9664 5.9172
H 0.7101 0.2273 5.3473
H -0.3277 -1.1049 7.1030
H -0.7922 -2.6121 6.2944
H -2.5177 -2.0165 7.9185
H -3.2005 -1.9139 6.2871
H -4.6836 0.0193 6.3739
H -3.2976 0.2981 5.2753
H -3.7547 1.5313 6.4671

---

# 5
Below is a molecular structure, C22H52BBrCsF8Mg2O8P, with properties calculated with ωB97M-V with the def2-TZVPD basis set.

Computed properties:
net charge: +2
gap between HOMO and LUMO: 1.8 eV
multiplicity: 1

Atoms and positions in Å:
C -0.2319 -4.7566 2.6000
C 1.3616 -4.6327 2.6771
C 1.9194 -3.9552 1.3376
C 2.2058 -2.3926 1.4369
C 3.2548 -1.8270 0.3799
C 3.1124 -2.4055 -1.1252
C 2.1975 -1.5249 -2.1304
C 0.8321 -0.9393 -1.5342
C -0.4817 -1.8145 -1.9250
C -1.1794 -2.5128 -0.6506
C -2.7447 -2.2131 -0.5398
C -3.1299 -0.6806 -0.2143
C -2.0039 0.0897 0.5562
C -2.4645 1.4481 1.2523
C -1.7033 2.7493 0.6794
C -0.2923 3.0355 1.3809
C -4.4843 -0.8198 0.6901
P -4.1746 -1.3459 2.4759
O -5.4057 -2.1983 2.8944
O -4.1787 -0.0150 3.5483
O -2.8319 -2.3494 2.6672
H -0.6115 -5.7676 2.2551
H -0.6075 -3.9969 1.8325
H -0.6777 -4.4767 3.6029
H 1.6215 -3.9593 3.5497
H 1.8563 -5.6637 2.7422
H 1.1149 -4.0867 0.5303
H 2.8495 -4.5124 0.9944
H 2.6694 -2.2175 2.4743
H 1.2303 -1.7979 1.4617
H 3.0617 -0.6931 0.3095
H 4.3167 -1.9224 0.8420
H 2.7550 -3.5077 -1.2082
H 4.2093 -2.3950 -1.5860
H 1.8921 -2.2334 -2.9834
H 2.8169 -0.7067 -2.6479
H 0.6655 0.0688 -2.0594
H 0.8332 -0.7139 -0.4259
H -1.2741 -1.1734 -2.4450
H -0.1826 -2.6135 -2.6798
H -1.0861 -3.6459 -0.8270
H -0.6345 -2.3194 0.3274
H -3.2600 -2.9336 0.1884
H -3.2005 -2.4462 -1.5688
H -1.2218 0.3864 -0.2368
H -1.4106 -0.5569 1.3768
H -3.5736 1.6739 1.1891
H -2.1915 1.3974 2.3650
H -1.5788 2.6727 -0.4440
H -2.3799 3.6328 0.9476
H 0.4986 3.2710 0.5838
H 0.1043 2.1513 1.9763
H -0.3104 3.9363 2.0717
H -5.0832 0.1457 0.7111
H -5.1623 -1.6324 0.2525
H -4.7980 0.6259 3.1239
H -2.2638 -1.9274 3.4249
Cs 5.1660 -3.4373 -2.0354
O -7.8333 -3.7720 2.3736
H -7.8972 -4.7454 2.2696
H -8.2154 -3.3030 1.6015
H -6.8972 -3.4843 2.5453
C 2.3699 7.1401 -0.5890
C 1.5741 5.9076 -0.9630
O 2.2745 5.0115 -1.8336
C 3.2035 4.0807 -1.2779
O 2.6658 3.3674 -0.2919
C 4.5684 4.7052 -0.8675
F 4.9849 5.6248 -1.7471
F 5.4881 3.6915 -0.8737
F 4.6211 5.2841 0.3316
H 2.9484 7.5117 -1.4368
H 1.6967 7.9322 -0.2406
H 3.0643 6.9328 0.2280
H 0.7100 6.2459 -1.5404
H 1.1677 5.4063 -0.0809
H 3.4928 3.5184 -2.1901
Mg 1.4150 -5.7819 -1.3464
B -5.9213 3.0548 -0.6625
F -6.1068 2.3460 -1.8765
F -6.0206 2.1407 0.4568
F -4.6285 3.6578 -0.6443
F -6.9168 4.0633 -0.5323
Br -0.9412 -0.9744 2.9195
F -0.0155 8.1713 -1.2915
O -5.2795 4.7051 2.3816
H -4.5511 4.5042 3.0064
H -6.0791 5.0274 2.8521
H -5.4881 3.9293 1.8064
C 9.4187 -3.7824 -6.4055
O 8.7492 -4.1413 -5.2005
H 8.6954 -3.3413 -7.0904
H 10.2028 -3.0531 -6.1899
H 9.8543 -4.6722 -6.8651
H 9.4090 -4.5281 -4.6135
Mg 4.4874 2.0538 -0.5639

---

Number 1: largest force on an atom 6.60 eV/A. Number 2: largest force on an atom 4.92 eV/A. Number 3: largest force on an atom 6.47 eV/A. Number 4: largest force on an atom 9.24 eV/A. Number 5: largest force on an atom 16.60 eV/A.